A molecular structure, C10H12F18N3O16S6Zr. Source: the OMol25 dataset; level of theory: ωB97M-V/def2-TZVPD.

```
66
Properties=species:S:1:pos:R:3:forces:R:3
Zr -0.175953 -0.059237 -0.101638 -0.790 -1.403 0.049
C 3.791714 -1.178843 -1.801245 1.809 -0.360 -2.628
F 5.073197 -1.772975 -1.897862 -3.510 1.693 1.009
F 3.746209 -0.149423 -2.682495 -0.022 -2.187 1.452
F 2.854454 -2.097711 -2.045927 1.231 0.696 0.233
S 3.412209 -0.567811 -0.021363 -0.740 -3.738 0.974
O 3.276423 -1.807457 0.771059 -0.635 2.777 -1.710
O 4.606483 0.165625 0.396429 -0.490 1.610 -0.344
N 1.901172 0.467035 -0.133518 5.347 -0.175 -0.007
S 2.604296 1.959836 -0.441161 -4.390 1.906 -0.446
O 3.818576 1.809530 -1.260733 0.574 -0.089 1.061
O 1.545617 2.756009 -1.072013 2.338 -0.843 1.523
C 2.977491 2.835213 1.293945 0.785 2.771 0.337
F 3.746833 2.151836 2.029406 0.785 -1.750 0.652
F 3.584573 4.015122 1.082496 -0.845 -1.085 -1.047
F 1.853467 3.135089 1.994026 0.526 -0.168 -0.857
C -3.171047 2.029086 -2.983376 -0.365 2.431 -0.825
F -3.500594 0.873097 -2.424738 -0.530 0.368 -0.238
F -3.220007 2.007809 -4.328024 -0.096 -0.404 2.015
F -3.987037 3.099650 -2.547571 1.956 -2.981 -0.701
S -1.359429 2.468433 -2.432148 -0.604 4.270 -0.522
O -0.769291 3.170055 -3.593328 -0.920 -3.025 2.382
O -1.564541 3.314086 -1.281406 0.267 -1.548 0.012
N -0.572691 0.932135 -1.905077 -1.348 4.221 -2.956
S 0.417856 0.660614 -3.165897 3.585 -0.105 -2.102
O 1.513811 1.603303 -3.472640 -3.541 -1.533 0.170
O 0.966518 -0.613095 -2.784472 -0.544 -1.643 0.859
C -0.720752 0.150806 -4.758258 1.684 0.885 -3.387
F 0.126425 -0.599587 -5.520249 -1.082 -1.065 2.365
F -1.913867 -0.509572 -4.462153 2.848 1.845 -0.531
F -0.769450 1.210227 -5.642458 -1.924 -0.692 2.578
C 1.762398 -1.693899 4.258438 1.327 -0.843 0.908
F 2.819041 -1.127429 4.898248 -2.257 0.559 -0.461
F 2.302946 -2.409052 3.332322 0.121 -0.551 -1.897
F 1.091763 -2.486176 5.046525 -0.179 1.181 0.501
S 0.597635 -0.311908 3.345811 1.868 3.694 0.315
O -0.248459 0.262053 4.415233 1.585 -1.556 -2.689
O 1.600642 0.545092 2.654803 -1.548 -1.582 1.559
N -0.368086 -0.829961 1.877720 1.009 -0.598 6.022
S -1.208981 -2.066015 2.585042 -2.684 -4.608 -2.174
O -1.948512 -2.564359 1.438394 -0.674 1.016 -0.204
O -0.516143 -3.168426 3.218801 0.446 2.402 0.087
C -2.589579 -1.525599 3.870328 0.832 -0.897 2.655
F -2.782602 -0.246720 3.698259 -0.904 0.566 -0.475
F -3.730859 -2.247185 3.727401 2.334 1.233 -0.073
F -2.079174 -1.680913 5.167410 -1.186 -0.259 -2.871
C -1.258080 -2.791681 -1.648846 0.282 0.515 -0.494
C -0.027810 -3.199155 -0.870467 -0.797 -3.082 -1.494
O 0.730655 -2.218575 -0.240399 -0.637 1.688 0.272
O -1.651001 -1.474957 -1.229425 0.370 0.478 1.107
H -2.025147 -3.501675 -1.339600 -0.154 0.125 -0.565
H -1.166849 -2.631766 -2.723192 0.345 -0.958 -0.020
H 0.701052 -3.731074 -1.481968 -0.438 -0.143 -0.653
H -0.416633 -3.963019 -0.197100 0.469 0.381 0.800
H 1.518664 -2.742781 -0.079598 0.982 0.890 0.857
H -2.610245 -1.489196 -1.194005 -0.164 0.364 0.172
C -1.392564 2.163674 1.832484 -1.758 0.952 -1.222
C -2.672926 1.692997 1.025404 1.568 1.398 1.136
O -2.277886 0.500092 0.286404 -1.054 1.068 0.427
O -0.152539 1.997690 1.099703 -1.982 -2.621 -1.520
H -1.366551 1.646639 2.791701 0.216 0.494 0.031
H -1.465892 3.250163 1.784861 -0.435 0.031 1.259
H -3.099749 2.471141 0.392620 0.747 -0.143 -0.603
H -3.518777 1.485869 1.680939 0.433 -0.573 0.494
H -3.160846 0.135383 0.191758 0.156 -1.197 -0.662
H 0.518427 2.491838 1.576379 0.403 -0.100 0.109
```
Forces are in eV/Å.

## Properties
- Calculated total energy: -5989.13054 a.u.
- Multiplicity: 2
- HOMO (alpha / beta): -17.008 / -17.007 eV
- Orbital gap (alpha / beta): 8.52 / 4.43 eV
- Charge: +2


A molecular structure, C10H12F6IN2O4OsS3Si. Source: the OMol25 dataset; level of theory: ωB97M-V/def2-TZVPD.

```
40
Properties=species:S:1:pos:R:3:forces:R:3
Os 0.438609 0.058504 0.554886 -0.199 -0.057 0.284
F -4.297686 -1.893383 1.537706 -0.007 0.008 -0.023
C -3.001768 -1.934197 1.310670 -0.012 0.034 0.042
F -2.348570 -1.393324 2.341992 0.005 -0.014 -0.006
F -2.600448 -3.178678 1.134240 0.012 -0.016 -0.006
S -2.600936 -0.958554 -0.205315 0.104 -0.183 -0.069
O -1.128697 -1.087246 -0.336817 -0.124 0.031 -0.006
O -3.361957 -1.478321 -1.273891 0.000 0.002 -0.006
N -3.005830 0.487768 0.257331 -0.032 0.236 0.016
S -2.060870 1.703101 0.335965 -0.102 -0.330 -0.084
O -0.862986 1.410199 1.265013 0.053 0.181 -0.430
O -1.658459 2.324371 -0.880609 0.014 0.020 0.264
C -3.062460 2.856071 1.387262 0.108 0.050 0.032
F -2.329672 3.932982 1.608361 -0.013 -0.011 -0.011
F -4.151256 3.162331 0.719249 -0.007 0.011 0.013
F -3.357445 2.259056 2.523985 -0.006 0.008 -0.001
C 3.757873 2.913439 -2.973171 -0.005 0.002 -0.001
Si 4.902782 2.129466 -1.729825 -0.009 0.001 0.011
C 5.364824 0.389823 -2.211539 0.000 -0.005 -0.008
C 6.397098 3.181325 -1.388759 -0.002 0.005 -0.003
C 3.925287 2.012585 -0.083978 0.008 0.007 -0.002
C 4.327902 2.642222 1.109236 0.012 -0.007 -0.017
C 3.594383 2.541627 2.278468 -0.020 -0.007 0.011
C 2.420829 1.799491 2.286333 0.018 0.006 0.003
N 2.024726 1.199438 1.171058 0.049 0.028 0.018
C 2.755271 1.308225 0.043773 -0.032 -0.032 -0.003
S 1.774915 0.327925 -1.110996 0.059 0.080 -0.013
H 4.264470 3.021359 -3.934567 0.004 0.000 0.002
H 3.441022 3.907068 -2.651184 0.003 0.001 -0.002
H 2.860820 2.315463 -3.149315 0.001 -0.001 -0.001
H 5.942785 0.403032 -3.138205 0.003 0.000 0.003
H 4.490999 -0.240886 -2.389890 -0.004 0.002 0.004
H 5.976838 -0.089517 -1.445498 0.001 0.003 0.001
H 6.990348 3.277628 -2.300381 0.001 -0.002 0.000
H 7.043957 2.741584 -0.627001 0.003 0.000 -0.002
H 6.125041 4.190585 -1.073306 0.001 0.000 0.001
H 5.241903 3.223180 1.115116 -0.001 0.001 -0.002
H 3.920160 3.029175 3.185753 0.001 0.000 0.000
H 1.801377 1.678392 3.164076 0.002 0.001 0.001
I 1.116924 -1.928110 1.919776 0.113 -0.055 -0.010
```
Forces are in eV/Å.

## Properties
- Calculated total energy: -3270.12569 a.u.
- Multiplicity: 1
- HOMO: -12.668 eV
- Orbital gap: 6.94 eV
- Charge: +1
- ΔE to the lowest compared entry with this formula, charge and spin: 0.0 kJ/mol


A molecular structure, C10H12GaOS3Se2Te2. Source: the OMol25 dataset; level of theory: ωB97M-V/def2-TZVPD.

```
31
Properties=species:S:1:pos:R:3:forces:R:3
Ga 0.744547 -0.578869 -1.867943 0.188 -0.094 0.151
S 0.378814 1.731281 -1.588346 0.408 -0.280 -0.164
C -1.342662 1.694250 -1.848686 -0.108 0.081 -0.037
C -2.079257 2.795697 -1.418393 -0.123 0.103 0.063
C -3.446520 2.870217 -1.589982 -0.129 0.088 0.023
C -4.112286 1.823647 -2.208602 -0.161 -0.053 -0.064
C -3.399464 0.721328 -2.640512 -0.068 0.025 -0.032
C -2.019860 0.633530 -2.475384 0.049 0.016 -0.092
S -1.227316 -0.813077 -3.081474 0.615 -0.061 0.277
H -1.550125 3.607456 -0.939970 0.049 0.066 0.058
H -3.993048 3.737283 -1.239757 0.005 0.031 -0.005
H -5.182811 1.861036 -2.360551 -0.066 0.017 0.017
H -3.905587 -0.101411 -3.127350 -0.073 -0.034 -0.007
Se 1.124791 -3.186089 -1.567564 0.018 0.236 -0.388
Te 3.069223 -3.660152 -3.061772 0.092 0.236 0.206
Te 4.738192 -1.914919 -1.792162 -0.325 -0.014 -0.125
Se 3.242377 0.097017 -2.082936 -0.388 -0.239 -0.024
O 0.126735 -0.715213 0.166385 -0.555 0.482 -0.985
S 0.749147 -1.663670 1.142533 0.566 -0.075 1.327
C 0.026890 -1.132282 2.754717 0.087 -0.121 -0.171
C 1.070656 -0.337795 3.522687 0.095 0.065 0.147
C 2.441293 -0.824796 3.056306 -0.072 0.072 0.118
C 2.367979 -0.908561 1.546069 0.033 -0.362 -0.054
H -0.256689 -2.046077 3.271846 -0.040 -0.072 0.057
H -0.863776 -0.552033 2.524877 -0.067 -0.108 -0.139
H 0.940324 -0.466543 4.599908 0.002 0.076 -0.036
H 0.959749 0.723090 3.294476 0.039 0.020 -0.010
H 2.654560 -1.811546 3.473800 0.046 -0.002 0.079
H 3.232768 -0.140931 3.367879 0.045 -0.098 0.007
H 3.155208 -1.516764 1.097548 -0.065 0.063 -0.099
H 2.356149 0.074896 1.072352 -0.098 -0.064 -0.096
```
Forces are in eV/Å.

## Properties
- Calculated total energy: -8921.95038 a.u.
- Multiplicity: 1
- HOMO: -4.070 eV
- Orbital gap: 6.28 eV
- Charge: -1
- ΔE to the lowest compared entry with this formula, charge and spin: 96.2 kJ/mol


A molecular structure, C10H12GaOS3Se2Te2. Source: the OMol25 dataset; level of theory: ωB97M-V/def2-TZVPD.

```
31
Properties=species:S:1:pos:R:3:forces:R:3
Ga 0.937376 1.373987 -0.513421 0.110 0.157 0.099
S 3.112574 1.840465 -0.978338 -0.084 -0.016 0.063
C 3.741469 0.204379 -0.772196 -0.016 -0.058 0.015
C 5.106396 0.009195 -0.995525 0.015 0.000 -0.004
C 5.697693 -1.233416 -0.851469 0.030 0.035 -0.012
C 4.922970 -2.321676 -0.476094 -0.041 -0.032 0.010
C 3.568290 -2.147949 -0.251663 0.029 -0.001 -0.007
C 2.957781 -0.900199 -0.391675 0.027 0.032 0.005
S 1.222716 -0.816326 -0.065154 -0.027 -0.061 -0.030
H 5.705077 0.863314 -1.287882 0.004 -0.003 -0.001
H 6.759340 -1.349082 -1.032327 0.000 0.001 -0.001
H 5.368084 -3.302062 -0.359579 -0.002 -0.002 0.000
H 2.953841 -2.991330 0.038666 0.001 -0.002 0.002
Se 0.245420 2.620475 1.493320 0.014 0.006 -0.060
Te -1.726516 3.921500 0.625501 0.017 0.000 0.000
Te -0.722691 4.285516 -1.843874 -0.016 -0.014 -0.030
Se -0.581194 1.825296 -2.323689 -0.094 0.051 -0.054
O -2.911759 -2.254876 -0.474627 -0.187 -0.164 0.013
S -2.468358 -0.830338 -0.444762 0.131 0.091 0.008
C -2.291294 -0.405627 1.328561 0.024 -0.063 0.008
C -3.548136 0.326402 1.807341 -0.017 0.004 0.020
C -4.655209 0.055395 0.789366 -0.014 0.062 -0.007
C -3.968380 0.185042 -0.560527 0.050 0.030 -0.035
H -1.380928 0.174068 1.478950 0.009 0.003 -0.029
H -2.166077 -1.389182 1.782397 0.009 0.014 0.015
H -3.347710 1.399619 1.834746 0.014 -0.008 0.006
H -3.826338 0.017041 2.816099 -0.005 -0.012 -0.010
H -5.478825 0.764879 0.892344 -0.018 -0.023 -0.006
H -5.055142 -0.954469 0.901992 0.020 -0.008 0.002
H -3.634020 1.209352 -0.751100 0.010 -0.007 0.011
H -4.536450 -0.179394 -1.415367 0.007 -0.014 0.008
```
Forces are in eV/Å.

## Properties
- Calculated total energy: -8921.98703 a.u.
- Multiplicity: 1
- HOMO: -4.607 eV
- Orbital gap: 6.71 eV
- Charge: -1
- ΔE to the lowest compared entry with this formula, charge and spin: 0.0 kJ/mol